No. 1
{
  "formula": "H7O4",
  "method": "ωB97M-V with the def2-TZVPD basis set",
  "elements": ["O", "O", "O", "O", "H", "H", "H", "H", "H", "H", "H"],
  "xyz": [[0.843, 0.587, -2.779], [0.600, -1.795, 0.066], [-0.802, 0.525, 0.016], [-0.493, 0.659, 2.692], [-0.506, -0.284, 2.767], [0.060, 0.045, -2.302], [-1.385, 1.279, 0.082], [-0.243, -1.956, -0.415], [-0.599, 0.810, 1.737], [0.329, -0.908, 0.232], [1.156, 1.198, -2.068]],
  "atomic_forces_ev_per_a": [[-2.05, -1.14, 1.77], [-0.94, -1.74, -0.97], [0.30, -0.16, -0.07], [0.11, 0.94, 1.31], [-0.01, -0.80, -0.07], [2.69, 2.19, -1.01], [-0.24, 0.18, -0.26], [0.81, -0.63, 0.23], [0.03, -0.36, -1.16], [0.04, 2.47, 0.78], [-0.73, -0.95, -0.54]],
  "lowdin_charge": [-0.182, -0.113, -0.474, -0.119, -0.008, 0.078, -0.113, 0.031, -0.054, -0.070, 0.024],
  "homo_lumo_gap_ev": 8.8767,
  "relative_energy_kj_mol": 83.75,
  "total_charge": -1
}

***

No. 2
{
  "formula": "C28H22I2N2O2SW",
  "method": "ωB97M-V with the def2-TZVPD basis set",
  "elements": ["W", "I", "I", "S", "O", "O", "N", "N", "C", "C", "C", "C", "C", "C", "C", "C", "C", "C", "C", "C", "C", "C", "C", "C", "C", "C", "C", "C", "C", "C", "C", "C", "C", "C", "C", "C", "H", "H", "H", "H", "H", "H", "H", "H", "H", "H", "H", "H", "H", "H", "H", "H", "H", "H", "H", "H", "H", "H"],
  "xyz": [[-0.468, -0.417, -0.326], [4.243, -0.303, 5.328], [4.758, 0.187, -0.508], [-2.723, 1.217, 0.283], [-2.359, -0.063, -0.687], [1.581, -0.280, -0.289], [0.027, -0.686, 1.746], [0.155, -0.869, -2.220], [-0.414, -0.946, 4.075], [1.349, -0.539, 2.023], [3.456, 0.173, 1.141], [0.452, 0.280, -4.305], [-1.126, 1.924, 0.227], [3.221, -0.375, 3.507], [-2.339, -4.486, 0.020], [-0.776, -1.814, -4.239], [1.846, -0.754, 3.341], [0.445, 3.049, 1.651], [-0.417, 2.326, -0.946], [-0.212, -0.758, -4.965], [2.141, -0.260, 0.921], [-1.957, -3.918, -2.275], [-1.186, -2.470, -0.499], [-2.525, -4.751, -1.320], [0.948, -0.870, 4.395], [-0.580, -1.876, -2.850], [-0.849, -0.899, 2.775], [1.230, 3.343, 0.490], [-0.713, 2.364, 1.549], [2.508, 4.055, 0.776], [4.002, 0.042, 2.447], [-3.592, 2.212, -0.953], [0.763, 3.035, -0.765], [-1.241, -2.807, -1.883], [0.747, 0.107, -2.981], [-1.678, -3.323, 0.433], [-1.431, -2.551, -4.724], [-1.655, -3.144, 1.531], [-3.113, -5.607, -1.634], [3.122, 4.092, -0.150], [0.779, 3.439, 2.639], [-2.920, 2.448, -1.795], [-2.772, -5.164, 0.793], [1.196, 3.487, -1.639], [-1.999, -4.172, -3.348], [1.299, -0.790, 5.414], [2.340, 5.137, 1.021], [-0.208, -0.806, -6.067], [-1.198, -1.123, 4.830], [-3.812, 3.215, -0.505], [-0.919, 2.177, -1.856], [3.083, 3.545, 1.567], [-4.534, 1.738, -1.262], [-1.372, 1.935, 2.310], [0.756, 1.183, -4.896], [-1.893, -0.976, 2.500], [5.008, 0.359, 2.643], [1.526, 0.724, -2.488]],
  "atomic_forces_ev_per_a": [[2.33, -2.44, 0.90], [-0.40, -0.24, 0.21], [-0.33, 0.47, 0.34], [-0.42, -0.30, -3.23], [-1.63, 1.10, 1.14], [-0.83, -0.07, 0.79], [-1.33, -0.34, 0.65], [-0.75, -0.64, -2.56], [-0.28, -0.57, 1.41], [-0.85, -1.10, 1.02], [-0.20, -1.98, -0.23], [0.48, 0.37, -1.19], [1.06, 1.35, 1.52], [0.79, -0.09, -0.14], [-0.62, -0.44, 0.95], [0.24, -0.02, 0.10], [1.27, 2.00, -0.29], [0.95, 0.69, 0.59], [-0.84, -0.09, 2.44], [-0.36, -0.85, -0.17], [1.81, 1.62, -0.79], [0.34, -0.36, -1.03], [1.84, 2.03, -1.15], [-0.16, -0.28, -0.23], [-1.24, 0.03, -0.61], [-0.54, 1.09, 0.98], [1.21, 0.28, -1.62], [-0.29, 0.26, 2.10], [-1.15, -1.71, -1.82], [0.82, 0.91, -1.25], [-1.25, 0.27, -0.04], [-0.32, 1.43, 0.33], [-0.66, 0.03, -0.72], [0.09, 0.61, 0.05], [0.32, 0.35, 0.71], [-0.82, -0.85, 1.39], [0.65, 0.25, 0.17], [0.22, 0.05, -0.95], [0.18, 0.03, 0.06], [-0.16, -0.16, 0.63], [-0.12, -0.47, -0.86], [-0.33, -0.63, 0.30], [0.44, 0.58, -0.80], [0.59, -0.18, -0.19], [-0.20, 0.04, 0.69], [-0.03, -0.34, 0.09], [0.00, -1.01, 0.17], [-0.48, 0.33, 0.68], [0.69, 0.32, -0.22], [0.00, -0.89, -0.02], [-0.03, -0.07, -1.44], [-0.30, 0.37, -0.27], [0.44, -0.04, 0.18], [0.63, 0.86, 0.48], [0.18, -1.14, 0.83], [-0.02, -0.14, 0.10], [0.34, -0.03, -0.13], [-0.97, -0.29, -0.03]],
  "lowdin_charge": [1.679, 1.008, 0.983, 1.125, -0.593, -0.275, -0.037, -0.088, -0.012, -0.166, -0.600, -0.038, -0.534, -0.642, -0.053, 0.030, -0.166, 0.003, -0.095, -0.004, -0.415, -0.015, -0.200, -0.051, 0.034, -0.139, -0.105, -0.222, -0.075, -0.023, -0.223, -0.185, -0.003, -0.191, -0.108, -0.108, 0.129, 0.102, 0.121, 0.098, 0.155, 0.067, 0.133, 0.139, 0.127, 0.093, 0.122, 0.139, 0.136, 0.100, 0.092, 0.099, 0.086, 0.109, 0.143, 0.118, 0.072, 0.123],
  "spin_multiplicity": 3,
  "homo_lumo_gap_ev": [5.6658, 5.7827],
  "total_charge": 2
}

***

No. 3
{
  "formula": "C16H14N2O7S",
  "method": "ωB97M-V with the def2-TZVPD basis set",
  "elements": ["S", "O", "O", "O", "O", "O", "O", "O", "N", "N", "C", "C", "C", "C", "C", "C", "C", "C", "C", "C", "C", "C", "C", "C", "C", "C", "H", "H", "H", "H", "H", "H", "H", "H", "H", "H", "H", "H", "H", "H"],
  "xyz": [[-0.045, 1.016, -0.098], [-3.448, -1.797, -1.170], [-0.228, -1.121, 2.673], [-1.286, 0.299, -0.134], [1.085, 0.441, -0.773], [-2.415, -0.822, -2.775], [1.829, -1.916, 2.284], [-0.671, -4.414, 2.233], [0.432, 1.291, 1.507], [-2.446, -1.525, -1.788], [-1.138, -2.683, -0.084], [0.093, -3.103, 0.406], [1.359, -3.221, 2.615], [1.236, -2.963, -0.382], [-1.195, -2.083, -1.331], [0.916, -0.946, 2.352], [-0.703, 5.255, -1.535], [1.149, -2.418, -1.651], [0.150, -3.662, 1.779], [0.566, 4.841, -1.157], [1.480, 0.413, 1.971], [-0.313, 2.682, -0.666], [-0.064, -1.954, -2.125], [-1.775, 4.378, -1.481], [-1.580, 3.077, -1.041], [0.766, 3.543, -0.719], [1.071, -3.264, 3.671], [1.396, 5.529, -1.206], [-0.389, 1.215, 2.096], [2.193, -3.293, -0.009], [2.035, -2.322, -2.258], [2.200, 0.293, 1.161], [-2.758, 4.703, -1.781], [-0.856, 6.267, -1.877], [-0.147, -1.477, -3.089], [-2.386, 2.363, -0.991], [-2.028, -2.768, 0.520], [2.200, -3.894, 2.440], [1.739, 3.183, -0.426], [1.975, 0.859, 2.840]],
  "atomic_forces_ev_per_a": [[-0.05, 0.28, 0.40], [-0.36, -0.07, 0.28], [-0.04, -0.04, 0.11], [-0.14, 0.66, 0.29], [0.23, 0.40, 0.12], [-0.03, 0.25, -0.32], [0.34, 0.04, -0.05], [0.03, 0.00, 0.03], [-0.24, 0.01, -0.85], [-0.31, 0.02, -0.33], [-0.01, 0.04, -0.12], [-0.30, 0.04, -0.58], [-0.27, -0.33, 0.44], [-0.17, -0.05, 0.05], [1.10, -0.68, 0.31], [0.04, 0.23, 0.10], [-0.09, -0.01, -0.02], [-0.05, -0.15, 0.04], [0.33, 0.13, 0.11], [0.09, -0.13, 0.04], [0.21, -0.30, -0.10], [-0.03, -0.49, 0.14], [-0.33, -0.08, -0.02], [0.05, 0.03, -0.01], [-0.13, -0.15, 0.00], [0.13, 0.14, -0.05], [0.03, -0.04, -0.21], [0.08, 0.04, 0.00], [-0.21, 0.05, 0.03], [0.12, 0.00, 0.05], [0.07, 0.02, -0.06], [0.10, -0.03, 0.26], [-0.08, 0.01, -0.02], [-0.01, 0.08, -0.02], [0.01, 0.04, -0.01], [-0.16, -0.04, -0.02], [-0.02, 0.01, 0.03], [-0.07, 0.08, 0.01], [0.19, 0.06, 0.04], [-0.02, -0.10, -0.10]],
  "lowdin_charge": [0.700, 0.097, 0.149, -0.262, -0.269, 0.078, 0.014, 0.137, -0.099, -0.374, 0.073, -0.140, -0.065, -0.005, -0.170, -0.472, -0.072, -0.053, -0.343, -0.066, -0.127, -0.279, 0.000, -0.062, -0.046, -0.061, 0.146, 0.107, 0.112, 0.122, 0.115, 0.121, 0.109, 0.106, 0.127, 0.115, 0.142, 0.143, 0.115, 0.140],
  "homo_lumo_gap_ev": 9.6015,
  "total_charge": 0
}